Density functional theory data (ωB97M-V/def2-TZVPD) for a structure of composition C22H58ClF2IN2O25P6Si2 in a non-equilibrium geometry.

- E_HOMO (eV) = -9.04
- gap between HOMO and LUMO (eV) = 8.133
- LUMO energy (eV) = -0.9

```
! wB97M-V def2-TZVPD RIJCOSX def2/J DEFGRID3
* xyz 0 1
N -1.293 3.631 -2.363
P -2.422 2.697 -1.769
Si -2.968 0.975 -3.139
C -1.427 0.647 -4.164
C -1.532 1.498 -5.432
F -0.289 1.619 -6.047
C -3.269 -0.587 -2.084
O -1.939 -1.084 -1.775
N -1.713 -0.927 -0.383
O -0.671 -0.450 -0.178
O -4.192 1.291 -4.239
Si -5.589 2.075 -3.809
I -5.161 4.476 -4.113
C -6.189 1.709 -2.063
C -6.617 0.287 -1.853
O -7.138 -0.434 -2.635
F -6.377 -0.157 -0.601
C -6.880 1.572 -5.101
C -7.672 2.752 -5.615
O -7.515 3.230 -6.684
Cl -8.901 3.362 -4.473
H -0.995 3.341 -3.287
H -3.557 3.477 -1.449
H -2.060 2.094 -0.535
H -0.518 0.879 -3.613
H -1.459 -0.394 -4.491
H -2.221 1.059 -6.154
H -1.890 2.513 -5.228
H -3.810 -1.383 -2.597
H -3.733 -0.323 -1.129
H -5.499 1.987 -1.265
H -7.082 2.327 -1.912
H -7.610 0.885 -4.669
H -6.362 1.147 -5.959
C 1.855 0.794 1.289
O 1.935 2.206 1.061
P 3.427 2.898 0.881
O 4.141 2.261 2.048
O 2.828 4.366 1.145
C 1.926 4.587 2.224
O 4.702 3.607 0.111
C 5.662 2.738 -0.510
H 0.829 0.490 1.109
H 2.514 0.241 0.621
H 2.116 0.575 2.323
H 2.149 3.944 3.076
H 0.901 4.430 1.890
H 2.026 5.625 2.533
H 5.183 1.995 -1.147
H 6.256 2.239 0.255
H 6.309 3.358 -1.126
C 5.748 -1.210 2.032
O 4.985 -2.425 2.100
P 5.569 -3.771 1.346
O 5.952 -3.215 0.003
O 4.099 -4.449 1.336
C 2.978 -3.697 0.880
O 6.235 -5.275 1.293
C 7.670 -5.360 1.355
H 5.361 -0.530 2.788
H 6.805 -1.391 2.218
H 5.621 -0.755 1.053
H 3.260 -3.007 0.086
H 2.521 -3.155 1.708
H 2.255 -4.411 0.491
H 8.073 -4.778 2.184
H 8.100 -5.012 0.417
H 7.925 -6.405 1.507
C 0.488 5.952 8.606
O 0.509 5.554 7.228
P -0.750 5.991 6.276
O -1.917 5.688 7.159
O -0.403 4.925 5.132
C -0.169 3.566 5.492
O -1.405 6.992 5.164
C -1.863 8.274 5.627
H 1.495 5.820 8.996
H 0.191 6.992 8.723
H -0.199 5.313 9.157
H -0.777 3.271 6.347
H 0.888 3.415 5.707
H -0.434 2.945 4.638
H -1.104 8.783 6.221
H -2.770 8.150 6.218
H -2.080 8.876 4.749
C -3.951 -3.424 -10.629
O -3.247 -3.723 -9.417
P -3.808 -3.082 -8.012
O -4.055 -1.678 -8.486
O -2.463 -3.287 -7.178
C -1.217 -2.897 -7.757
O -4.751 -3.084 -6.670
C -6.173 -3.038 -6.872
H -3.613 -4.133 -11.382
H -5.027 -3.516 -10.505
H -3.706 -2.413 -10.948
H -1.336 -2.025 -8.400
H -0.785 -3.724 -8.316
H -0.550 -2.645 -6.935
H -6.503 -3.788 -7.590
H -6.463 -2.046 -7.218
H -6.643 -3.242 -5.914
C 2.064 -3.295 5.539
O 3.300 -3.608 6.197
P 3.946 -5.085 5.948
O 2.790 -6.016 6.052
O 4.920 -5.009 7.219
C 4.372 -4.700 8.496
O 5.069 -5.881 5.094
C 4.744 -6.180 3.714
H 1.932 -2.216 5.594
H 2.072 -3.603 4.495
H 1.242 -3.785 6.058
H 3.363 -5.099 8.603
H 4.371 -3.623 8.657
H 5.016 -5.163 9.241
H 4.383 -5.303 3.205
H 3.991 -6.967 3.673
H 5.646 -6.529 3.227
*
```



Density functional theory data (ωB97M-V/def2-TZVPD) for a structure of composition C22H58F6N2O24S3Zn in a non-equilibrium geometry.

- E_HOMO (eV) = -2.70
- gap between HOMO and LUMO (eV) = 6.019
- LUMO energy (eV) = 3.3
- energy above the lowest of the compared OMol25 structures with the same formula, charge and spin (kcal/mol) = 55.3

```
! wB97M-V def2-TZVPD RIJCOSX def2/J DEFGRID3
* xyz -2 1
Zn 3.344 0.436 -3.012
S 3.654 2.552 -4.455
O 4.117 3.932 -4.161
O 2.617 2.088 -3.548
O 3.230 2.343 -5.791
O 4.627 1.569 -4.102
C 0.347 -1.749 -5.144
F -0.429 -0.692 -4.812
F 0.623 -2.610 -4.108
F -0.261 -2.304 -6.228
S 1.987 -0.942 -5.813
O 1.542 0.094 -6.760
O 2.708 -0.439 -4.633
O 2.732 -2.028 -6.457
C -0.439 0.468 -0.552
F -1.057 0.085 0.600
F -1.241 0.488 -1.592
F 0.060 1.755 -0.518
S 1.016 -0.798 -0.934
O 1.874 -0.270 -2.053
O 1.780 -0.886 0.321
O 0.433 -2.113 -1.184
C -0.330 -5.455 -1.605
C -0.939 -5.052 -0.255
O -1.607 -3.807 -0.278
O 0.814 -4.683 -1.721
H -1.037 -5.356 -2.429
H -0.055 -6.510 -1.601
H -0.076 -5.083 0.411
H -1.557 -5.905 0.025
H -0.982 -3.079 -0.236
H 0.548 -3.776 -1.556
C -4.155 0.042 1.910
C -5.492 -0.721 1.564
O -6.162 0.059 0.636
O -4.342 1.201 2.764
H -3.631 0.176 0.963
H -3.519 -0.662 2.446
H -6.128 -0.886 2.434
H -5.363 -1.687 1.077
H -5.744 -0.104 -0.212
H -4.851 1.817 2.231
C 2.781 -2.075 4.297
C 3.029 -2.748 2.945
O 3.428 -1.688 2.153
O 2.309 -3.006 5.177
H 2.115 -1.231 4.114
H 3.708 -1.599 4.616
H 2.142 -3.226 2.528
H 3.890 -3.376 3.172
H 2.734 -1.351 1.582
H 1.360 -3.098 5.061
C 4.500 2.158 2.120
C 3.008 1.700 2.223
O 2.344 2.808 2.744
O 4.652 2.814 0.919
H 5.066 1.228 2.179
H 4.857 2.705 2.993
H 2.984 0.974 3.035
H 2.509 1.237 1.371
H 1.402 2.652 2.641
H 4.210 3.665 0.934
C 2.196 4.090 -1.400
C 2.156 4.878 -0.098
O 3.436 5.134 0.503
O 2.577 4.901 -2.520
H 1.199 3.700 -1.601
H 2.866 3.237 -1.290
H 1.506 4.298 0.558
H 1.690 5.849 -0.267
H 3.306 5.888 1.083
H 2.962 4.301 -3.163
C 5.470 -1.124 -1.774
C 4.957 -0.191 -0.660
O 4.210 0.976 -1.131
O 4.364 -1.367 -2.656
H 5.853 -2.014 -1.274
H 6.254 -0.768 -2.443
H 5.846 0.166 -0.139
H 4.270 -0.686 0.025
H 4.306 1.601 -0.409
H 4.257 -2.310 -2.796
C -7.679 -2.292 -2.065
C -6.731 -2.139 -3.229
C -5.270 -1.694 -2.866
O -5.338 -0.493 -2.129
C -4.040 0.012 -1.826
N -6.705 -3.390 -3.991
H -8.534 -2.919 -2.316
H -8.044 -1.310 -1.763
H -7.048 -2.628 -1.243
H -6.960 -1.274 -3.852
H -4.718 -1.340 -3.736
H -4.599 -2.419 -2.406
H -4.223 0.930 -1.267
H -3.531 0.397 -2.710
H -3.469 -0.716 -1.250
H -5.954 -3.253 -4.652
H -6.390 -4.077 -3.322
C -0.017 0.728 3.621
C -0.959 1.952 3.541
C -1.104 2.815 4.809
O -1.730 2.079 5.763
C -1.714 2.756 7.015
N -0.465 2.789 2.491
H -0.457 0.003 4.305
H 0.848 1.087 4.179
H 0.246 0.249 2.678
H -1.963 1.635 3.260
H -1.712 3.708 4.665
H -0.185 3.255 5.195
H -2.009 3.803 6.944
H -0.740 2.765 7.504
H -2.478 2.218 7.577
H -0.745 2.478 1.572
H -0.949 3.675 2.518
*
```



Density functional theory data (ωB97M-V/def2-TZVPD) for a cluster of 11 separate species, C22H58IN21O13S2 in total in a non-equilibrium geometry.

- E_HOMO (eV) = -8.00
- gap between HOMO and LUMO (eV) = 7.685
- LUMO energy (eV) = -0.3

```
! wB97M-V def2-TZVPD RIJCOSX def2/J DEFGRID3
* xyz 0 1
O 2.713 2.374 3.467
C 3.212 2.182 2.337
C 2.393 1.860 0.997
C 3.480 0.902 0.266
C 3.516 -0.630 0.719
C 2.802 -1.629 -0.341
C 1.292 -1.178 -0.687
S 0.024 -2.376 0.025
C -1.209 -1.364 1.020
S -0.731 -1.060 2.621
N -2.469 -0.935 0.434
C -2.323 -0.153 -0.815
C -2.595 1.423 -0.710
O -3.473 1.844 0.354
C -3.084 1.210 1.615
C -3.428 -0.366 1.406
C 4.747 1.839 0.534
I 6.742 1.108 0.061
O 4.588 2.241 1.942
H 2.102 2.799 0.398
H 1.388 1.372 1.260
H 3.317 0.877 -0.876
H 3.034 -0.800 1.754
H 4.626 -0.921 0.814
H 3.460 -1.617 -1.290
H 2.849 -2.722 0.028
H 1.210 -1.117 -1.835
H 1.031 -0.139 -0.291
H -3.039 -0.618 -1.595
H -1.276 -0.275 -1.287
H -3.118 1.731 -1.692
H -1.591 1.966 -0.683
H -1.957 1.354 1.823
H -3.665 1.662 2.490
H -3.539 -0.936 2.382
H -4.466 -0.374 0.898
H 4.521 2.817 -0.030
C 9.158 0.708 -4.069
O 9.816 0.849 -5.088
N 9.214 -0.417 -3.311
N 8.314 1.661 -3.604
H 8.682 -0.553 -2.471
H 9.830 -1.150 -3.623
H 8.244 2.511 -4.139
H 7.765 1.564 -2.769
C -4.923 -4.272 -0.936
O -5.943 -4.879 -1.251
N -4.482 -3.185 -1.609
N -4.149 -4.640 0.111
H -3.651 -2.679 -1.368
H -5.029 -2.880 -2.396
H -4.443 -5.445 0.640
H -3.311 -4.157 0.383
C 2.926 2.835 7.528
O 3.162 2.611 8.706
N 3.591 2.223 6.518
N 1.977 3.718 7.126
H 3.411 2.394 5.544
H 4.304 1.560 6.774
H 1.460 4.195 7.846
H 1.768 3.916 6.164
C -1.750 -4.198 -3.438
O -2.030 -3.384 -2.572
N -2.116 -5.500 -3.358
N -1.050 -3.870 -4.554
H -1.897 -6.186 -4.057
H -2.638 -5.781 -2.543
H -0.760 -2.911 -4.648
H -0.810 -4.524 -5.276
C 7.675 4.959 3.064
O 8.788 5.425 3.258
N 7.473 3.806 2.381
N 6.543 5.556 3.517
H 6.567 3.407 2.211
H 8.289 3.332 2.029
H 6.651 6.415 4.030
H 5.621 5.189 3.368
C 4.341 0.959 -4.133
O 4.568 0.728 -2.949
N 5.015 0.347 -5.137
N 3.401 1.841 -4.541
H 4.844 0.522 -6.111
H 5.725 -0.317 -4.876
H 2.877 2.317 -3.826
H 3.202 2.042 -5.512
C -7.413 -4.980 2.158
O -6.206 -4.784 2.196
N -8.196 -4.934 3.266
N -8.072 -5.261 1.006
H -9.186 -5.093 3.255
H -7.741 -4.728 4.147
H -7.523 -5.303 0.158
H -9.061 -5.425 0.955
C -7.437 -2.414 6.028
O -7.126 -3.480 5.521
N -6.646 -1.773 6.924
N -8.600 -1.778 5.739
H -6.883 -0.897 7.352
H -5.774 -2.215 7.164
H -9.214 -2.223 5.077
H -8.874 -0.902 6.144
C -7.327 0.744 0.879
O -6.809 -0.361 0.908
N -8.576 0.980 1.355
N -6.698 1.832 0.370
H -9.020 1.880 1.341
H -9.075 0.195 1.742
H -5.766 1.696 0.007
H -7.105 2.749 0.337
C 3.204 3.154 -8.172
O 2.790 2.493 -7.226
N 2.621 3.123 -9.393
N 4.279 3.971 -8.076
H 2.943 3.655 -10.180
H 1.817 2.526 -9.503
H 4.740 4.021 -7.182
H 4.634 4.520 -8.838
*
```



Density functional theory data (ωB97M-V/def2-TZVPD) for a cluster of 10 separate species, C22H60F3O11 in total in a non-equilibrium geometry.

- E_HOMO (spin up / spin down) (eV) = -9.29 / -9.28
- gap between HOMO and LUMO (spin up / spin down) (eV) = 9.518 / 6.115
- LUMO energy (spin up / spin down) (eV) = 0.2 / -3.2
- energy above the lowest of the compared OMol25 structures with the same formula, charge and spin (kcal/mol) = 17.8

```
! wB97M-V def2-TZVPD RIJCOSX def2/J DEFGRID3
* xyz 0 2
C 0.840 -0.127 -0.851
O -0.597 0.298 -0.876
O 1.000 -0.867 -1.983
C 1.911 1.007 -0.505
F 3.056 0.326 -0.308
F 2.158 1.944 -1.490
F 1.724 1.576 0.713
C -1.208 0.687 0.384
C -2.671 0.434 -0.004
H -3.232 0.615 0.912
H -3.092 1.118 -0.742
H -2.787 -0.614 -0.278
H -0.899 1.715 0.573
H -0.840 0.017 1.160
H 0.888 -0.701 0.075
C 5.521 -2.522 1.623
C 5.570 -1.165 2.335
O 4.679 -0.289 1.662
H 4.534 -2.962 1.763
H 6.384 -3.088 1.974
H 5.578 -2.379 0.544
H 6.570 -0.745 2.234
H 5.545 -1.264 3.420
H 3.803 -0.661 1.789
C 2.549 -4.184 -1.495
C 3.921 -4.644 -0.919
O 4.072 -5.953 -1.250
H 1.747 -4.748 -1.019
H 2.501 -4.285 -2.580
H 2.229 -3.225 -1.088
H 4.060 -4.608 0.161
H 4.710 -4.094 -1.432
H 3.840 -6.424 -0.446
C 5.183 1.712 -4.680
C 5.294 1.189 -3.281
O 4.051 0.760 -2.867
H 4.621 2.646 -4.711
H 4.842 0.946 -5.376
H 6.211 1.896 -4.990
H 5.664 2.006 -2.662
H 6.003 0.362 -3.311
H 4.120 0.583 -1.926
C -2.867 -1.432 3.485
C -4.353 -1.127 3.661
O -4.391 -0.338 4.833
H -2.781 -2.127 2.650
H -2.377 -1.763 4.401
H -2.315 -0.566 3.121
H -4.978 -2.004 3.833
H -4.715 -0.771 2.697
H -5.296 -0.018 4.800
C -0.867 1.485 -4.545
C -1.808 0.367 -4.184
O -0.899 -0.720 -4.211
H -0.225 1.764 -3.709
H -1.551 2.331 -4.469
H -0.404 1.407 -5.529
H -2.626 0.264 -4.898
H -2.279 0.379 -3.201
H -0.304 -0.624 -3.464
C -2.323 3.593 2.434
C -3.632 3.832 3.153
O -4.530 4.457 2.299
H -1.446 3.312 3.018
H -1.961 4.509 1.968
H -2.409 2.888 1.607
H -3.553 4.546 3.973
H -4.034 2.837 3.346
H -4.457 3.949 1.488
C -1.188 4.334 -1.279
C 0.046 4.926 -1.882
O 1.105 4.633 -1.073
H -2.098 4.505 -1.854
H -1.359 4.423 -0.206
H -1.091 3.248 -1.303
H -0.030 5.992 -2.099
H 0.222 4.327 -2.776
H 1.235 3.682 -1.115
C 0.795 -0.292 4.127
C 1.019 -1.564 3.377
O 2.327 -1.471 2.845
H 0.692 0.553 3.446
H 1.609 -0.054 4.811
H -0.159 -0.317 4.653
H 0.308 -1.872 2.611
H 1.098 -2.408 4.062
H 2.939 -1.959 3.401
C -6.146 -3.460 -0.648
C -5.983 -1.971 -0.781
O -5.303 -1.625 -2.006
H -5.146 -3.883 -0.552
H -6.640 -3.912 -1.509
H -6.766 -3.642 0.230
H -5.340 -1.632 0.032
H -6.897 -1.398 -0.625
H -5.922 -1.883 -2.693
*
```